A 10-piece molecular cluster, C51H72F30N12O22S10 overall. Source: the OMol25 dataset; level of theory: ωB97M-V/def2-TZVPD.

Atoms and positions in Å:
C -2.5608 2.5266 7.2651
C -2.5794 1.5778 6.0637
C -1.3643 1.6942 5.1232
O -0.2100 1.4844 5.8789
C 0.9633 1.4020 5.1481
N -2.7613 0.1698 6.5008
H -2.9688 -0.3899 5.6862
H -1.9116 -0.2054 6.8975
H -3.4949 0.0968 7.1912
H -2.7235 3.5173 6.8405
H -1.6044 2.6539 7.7722
H -3.3725 2.3472 7.9701
H -3.4473 1.8633 5.4692
H -1.4106 2.6991 4.7035
H -1.4466 1.0322 4.2612
H 1.1357 0.4403 4.6647
H 1.8646 1.4142 5.7610
H 1.1983 2.2579 4.5154
C 1.1894 2.7158 1.8197
C 1.3818 3.2880 0.3708
C 1.6581 2.0679 -0.5421
O 0.4604 1.3015 -0.7500
C 0.6870 -0.0221 -1.2963
N 0.0535 3.8741 -0.0465
H -0.3098 4.5094 0.6496
H 0.0908 4.2793 -0.9709
H -0.5780 3.0956 0.0768
H 0.6318 1.7800 1.8579
H 0.7000 3.4567 2.4518
H 2.1428 2.4732 2.2892
H 2.1826 4.0255 0.3155
H 2.4375 1.5040 -0.0297
H 2.0133 2.4545 -1.4973
H 1.6262 -0.4360 -0.9293
H 0.8612 0.0590 -2.3693
H -0.0493 -0.7514 -0.9587
C 4.0580 0.0197 -3.1610
C 3.3171 -0.4635 -4.4136
C 2.7854 0.8007 -5.0681
N 2.2704 0.7350 -6.5530
C 3.4526 0.3271 -7.5134
C 3.0491 -0.0750 -8.9127
C 1.8646 -1.1046 -9.0237
C 0.6908 -0.7163 -8.0991
C 1.1491 -0.3006 -6.6882
C 1.7229 2.0980 -7.0008
H 4.9797 0.5555 -3.3881
H 4.4431 -0.8252 -2.5901
H 3.5361 0.5436 -2.3602
H 2.5672 -1.2226 -4.1908
H 3.9439 -0.9559 -5.1571
H 3.4819 1.6389 -5.0881
H 1.9876 1.1942 -4.4384
H 4.1807 -0.2624 -6.9561
H 4.1272 1.1759 -7.6257
H 3.9094 -0.6013 -9.3263
H 2.8241 0.8377 -9.4645
H 2.2470 -2.0832 -8.7333
H 1.6094 -1.1474 -10.0825
H -0.1508 -1.3983 -7.9782
H 0.1441 0.1194 -8.5359
H 1.5887 -1.1831 -6.2234
H 0.3267 0.0136 -6.0455
H 2.4501 2.9004 -6.8772
H 0.8289 2.3705 -6.4399
H 1.5067 1.9323 -8.0563
C 1.4178 -4.2389 -1.0401
N 0.5263 -5.0285 -0.1290
C 1.0369 -5.2993 1.0863
C 0.2659 -5.8704 2.0553
C -1.0369 -6.2111 1.7468
C -1.5454 -5.8696 0.5032
C -0.7344 -5.2940 -0.4551
C -1.9817 -6.8977 2.7217
C -1.8997 -6.6532 4.1433
C -2.8518 -7.1514 4.9918
N -3.8246 -7.8999 4.5380
C -3.7922 -8.3215 3.2766
C -2.9438 -7.7954 2.3541
C -4.8385 -8.4421 5.4974
H 2.4547 -4.2923 -0.7084
H 1.1444 -3.1936 -0.8960
H 1.3058 -4.6544 -2.0416
H 2.0977 -5.1249 1.1904
H 0.7642 -6.1577 2.9694
H -2.5743 -6.0549 0.2322
H -1.0646 -4.9976 -1.4398
H -1.0836 -6.0933 4.5756
H -2.8030 -6.8435 6.0259
H -4.6629 -8.9122 3.0328
H -2.9713 -8.1198 1.3243
H -5.1028 -7.6235 6.1669
H -4.3239 -9.2528 6.0133
H -5.6685 -8.8695 4.9347
C -6.9640 1.3924 3.3330
N -6.4986 1.0347 1.9220
C -5.5627 0.0433 1.7633
C -5.0151 -0.1970 0.5249
C -5.3385 0.6362 -0.5697
C -6.4163 1.5418 -0.3919
C -6.9499 1.7093 0.8391
C -4.7526 0.3532 -1.9833
C -3.4036 0.0062 -2.1836
C -2.8860 -0.1752 -3.4907
N -3.6274 0.1443 -4.5466
C -4.9331 0.4367 -4.4337
C -5.5220 0.5986 -3.1670
C -3.0489 0.0596 -5.8824
H -7.7732 2.1226 3.3464
H -6.0739 1.8579 3.7562
H -7.2321 0.4901 3.8825
H -5.2407 -0.4688 2.6579
H -4.3186 -1.0155 0.6313
H -6.8564 2.0096 -1.2601
H -7.7704 2.3916 1.0052
H -2.8569 -0.1375 -1.2633
H -1.9696 -0.6817 -3.7555
H -5.5114 0.4761 -5.3450
H -6.5274 0.9845 -3.0863
H -3.2566 0.9612 -6.4586
H -3.4433 -0.7867 -6.4449
H -1.9648 -0.0461 -5.8415
C 5.4282 4.5337 1.2692
F 4.6189 5.4635 0.8318
F 6.3530 5.1455 2.0085
F 4.7640 3.6215 2.0527
S 6.2670 3.6105 -0.2478
O 5.2492 2.7571 -0.8459
O 6.6711 4.6199 -1.1982
N 7.6429 2.7941 0.5496
S 7.2616 1.3429 0.3657
O 6.1574 0.9044 1.2204
O 7.1785 0.7815 -0.9997
C 8.8582 0.5355 1.1952
F 9.7018 0.4738 0.1416
F 9.3015 1.3741 2.1517
F 8.5982 -0.6711 1.7147
C 3.1449 4.9763 -3.3120
F 3.4985 5.6015 -2.1738
F 4.1189 5.2435 -4.2368
F 3.1073 3.6821 -3.0816
S 1.4218 5.5398 -3.9125
O 1.5789 6.9935 -3.9050
O 1.2245 4.8407 -5.1958
N 0.3609 4.8916 -2.7301
S -1.0365 5.1874 -3.2819
O -1.9402 5.5839 -2.1939
O -1.1992 5.9643 -4.5141
C -1.5544 3.3540 -3.7635
F -2.2305 3.3226 -4.8876
F -0.4561 2.5204 -3.7827
F -2.3897 2.8487 -2.8198
C 3.9749 -1.4284 0.9169
F 2.7291 -2.0219 0.9228
F 3.8994 -0.4420 0.0018
F 4.2223 -1.0801 2.1892
S 5.2757 -2.8249 0.3413
O 4.8124 -3.2666 -0.9592
O 6.5587 -2.0769 0.3506
N 5.1477 -4.0699 1.6441
S 5.7746 -5.2732 0.8610
O 4.8585 -5.8996 -0.0909
O 7.1135 -5.0365 0.3323
C 6.0074 -6.5559 2.3533
F 4.8771 -6.7847 2.9315
F 6.4506 -7.7117 1.8565
F 6.9354 -6.1198 3.3099
C -4.4936 -3.8041 5.4850
F -4.8961 -3.1034 6.5069
F -3.2657 -4.2738 5.7783
F -5.3768 -4.7881 5.3244
S -4.4069 -2.8161 3.8364
O -4.0082 -3.7219 2.7868
O -5.7897 -2.2764 3.7657
N -3.3021 -1.5345 4.0780
S -1.9297 -2.1864 3.8708
O -0.9811 -1.4816 4.7153
O -1.7100 -3.6444 3.9367
C -1.3757 -1.6900 1.9488
F -1.9130 -0.4974 1.6200
F -0.0335 -1.4552 1.9260
F -1.7783 -2.5941 1.1512
C 0.4778 7.1067 0.9695
F 1.0129 8.3293 0.9649
F -0.2921 7.0828 -0.0743
F 1.4610 6.2250 0.8302
S -0.6051 6.8858 2.5718
O 0.3551 6.7220 3.6728
O -1.5580 8.0231 2.7557
N -1.3433 5.3861 2.2098
S -2.7260 5.4548 2.7191
O -2.8016 5.4797 4.2025
O -3.5763 6.4911 2.0649
C -3.4650 3.7429 2.2000
F -2.6181 2.9890 1.5128
F -3.7679 3.0424 3.3575
F -4.6036 3.9036 1.5427

Calculated values
Charge: +3
2S+1: 2
Gap between HOMO and LUMO (spin up / spin down) in hartree: 0.1597 / 0.1593
LUMO energy (spin up / spin down) in Eh: -0.32795 / -0.32835
Energy in a.u.: -11275.27551

Löwdin population analysis, charges in e, atoms 1 to 99:
1 C -0.0048
2 C -0.2966
3 C -0.1899
4 O -0.1418
5 C -0.1029
6 N 0.2333
7 H 0.0719
8 H 0.1650
9 H 0.1669
10 H 0.0992
11 H 0.0988
12 H 0.0904
13 H 0.1328
14 H 0.1324
15 H 0.1099
16 H 0.0896
17 H 0.1017
18 H 0.0805
19 C -0.0192
20 C -0.2367
21 C -0.1608
22 O -0.1912
23 C -0.0664
24 N 0.2342
25 H 0.0739
26 H 0.0704
27 H 0.1270
28 H 0.0789
29 H 0.0727
30 H 0.0844
31 H 0.1365
32 H 0.1198
33 H 0.1074
34 H 0.0629
35 H 0.0747
36 H 0.0685
37 C -0.0710
38 C -0.2099
39 C -0.1144
40 N -0.2062
41 C -0.0890
42 C -0.1430
43 C -0.1421
44 C -0.1638
45 C -0.1154
46 C 0.0417
47 H 0.0981
48 H 0.0728
49 H 0.0550
50 H 0.1011
51 H 0.1041
52 H 0.1367
53 H 0.1144
54 H 0.1215
55 H 0.1385
56 H 0.1314
57 H 0.1182
58 H 0.1156
59 H 0.1203
60 H 0.1132
61 H 0.1077
62 H 0.1215
63 H 0.1056
64 H 0.1132
65 H 0.0945
66 H 0.0969
67 C 0.0636
68 N -0.0526
69 C 0.0468
70 C 0.0677
71 C -0.1032
72 C 0.0341
73 C 0.0029
74 C -0.0723
75 C 0.0653
76 C -0.0296
77 N -0.0736
78 C 0.0181
79 C 0.0328
80 C 0.0759
81 H 0.0808
82 H 0.0914
83 H 0.1162
84 H 0.1507
85 H 0.1499
86 H 0.1338
87 H 0.1505
88 H 0.1286
89 H 0.1582
90 H 0.1550
91 H 0.1414
92 H 0.1082
93 H 0.1221
94 H 0.1104
95 C 0.0799
96 N -0.0278
97 C 0.0165
98 C 0.0438
99 C -0.0571